{
  "formula": "C7H14O",
  "method": "the ωB97M-V functional and the def2-TZVPD basis",
  "species": ["O", "C", "C", "C", "C", "C", "C", "C", "H", "H", "H", "H", "H", "H", "H", "H", "H", "H", "H", "H", "H", "H"],
  "coordinates": [[-0.23715, -1.66835, -3.34420], [-0.00864, 1.11143, -0.77572], [-0.28245, 0.86471, 1.69128], [0.25223, -1.19592, 2.97942], [0.24975, 0.21097, 2.87437], [0.61944, 0.50883, 0.47654], [0.26540, -0.89154, -2.25800], [-0.70141, 0.16597, -1.75982], [-1.32368, 0.54126, 1.51870], [0.81952, 0.77538, 3.59705], [0.42872, -1.63627, -1.47733], [-0.63950, 1.98869, -0.61527], [-0.34898, 1.94849, 1.78051], [-0.42226, -1.69786, 2.28644], [0.75298, -0.53853, 0.24563], [-1.56234, -0.29331, -1.25526], [0.82424, -1.79931, 3.66318], [0.70579, 1.65823, -1.39598], [1.16072, -0.38442, -2.60173], [-1.08709, -1.34420, -3.68347], [1.61742, 0.89380, 0.62312], [-1.08272, 0.78196, -2.56944]],
  "forces_ev_per_a": [[-0.3320, 0.0952, -0.1494], [-0.1677, 1.4010, -1.5371], [-0.8905, 0.1749, 0.6920], [-0.9444, 0.2804, -0.7403], [0.8238, -0.3134, -0.2019], [-0.0543, 0.2750, -1.0648], [-1.2275, -0.3252, -0.7929], [-0.1897, -0.1964, 1.1420], [0.2945, -0.3649, -0.2583], [0.0214, 0.1770, 0.2658], [0.5856, 0.2249, 0.1449], [-0.5033, -0.3396, 0.7699], [0.3164, -0.0590, 0.1593], [0.2099, -0.2458, 0.1437], [-0.1617, -0.5313, 0.5921], [-0.0291, -0.1189, -0.2733], [0.1735, 0.1714, 0.2904], [0.9124, -0.4410, 0.2617], [0.4949, -0.1529, 0.1905], [0.4766, 0.0491, 0.2948], [0.2181, 0.2708, 0.3044], [-0.0268, -0.0312, -0.2335]],
  "lowdin_spin": [0.000, 0.020, 0.066, 0.474, 0.292, 0.066, 0.000, 0.003, 0.018, 0.011, 0.000, 0.001, 0.000, 0.017, 0.003, 0.001, 0.020, 0.006, 0.000, 0.000, 0.001, 0.001],
  "spin_multiplicity": 2,
  "charge": 1,
  "de_lowest_kcal_mol": 37.2,
  "orbital_gap_ev": [7.779, 4.233],
  "total_energy_ev": -9522.8410,
  "e_lumo_ha": [-0.1965, -0.3268]
}